[1]
Formula: C3H8N
Source: the Open Molecules 2025 dataset
Level of theory: the ωB97M-V functional and the def2-TZVPD basis

Results
E (eV): -4719.9954
Energy above the lowest of the compared OMol25 structures with the same formula, charge and spin (kcal per mole): 79.1
Total charge: +1
Kohn-Sham gap (alpha / beta) (eV): 8.40 / 9.15

```
12
Properties=species:S:1:pos:R:3:forces:R:3:mulliken_charge:R:1
C 0.882935 0.673697 -0.336187 1.103 -1.658 -2.825 -0.230
C 0.444321 1.366135 0.824379 1.203 -1.852 0.199 -0.664
C 0.280906 -0.700287 -0.001759 0.472 1.179 3.308 -0.569
N -1.118790 -1.089891 -0.428311 1.019 1.908 -2.074 -0.297
H 0.486804 0.967645 -1.313024 0.099 0.423 0.169 0.307
H 1.991142 0.476234 -0.487478 -1.322 0.701 0.472 0.243
H 1.038447 1.434966 1.682172 1.383 -0.260 0.986 0.336
H -0.473195 1.717724 1.085139 -2.955 0.922 -0.401 0.376
H 0.659980 -1.259456 0.895776 -0.634 0.470 -1.138 0.367
H -1.591795 -0.290145 -0.951435 0.675 -1.243 0.775 0.380
H -1.804989 -1.536862 0.152864 -0.139 -0.158 1.065 0.344
H -0.795764 -1.759760 -1.122136 -0.902 -0.432 -0.536 0.408
```
Positions in Å, forces in eV/Å.

=====

[2]
Formula: C4H5Li2O2Rb
Source: the Open Molecules 2025 dataset
Level of theory: the ωB97M-V functional and the def2-TZVPD basis

Results
E (eV): -9381.9877
Energy above the lowest of the compared OMol25 structures with the same formula, charge and spin (kcal per mole): 38.3
Total charge: 0
Kohn-Sham gap (alpha / beta) (eV): 3.95 / 3.95

```
14
Properties=species:S:1:pos:R:3:forces:R:3:mulliken_charge:R:1
O 1.330428 -1.004150 1.237388 1.405 -0.771 -1.132 -0.814
C 2.274274 -1.309705 0.347748 -0.649 0.124 1.464 0.232
C -1.899023 2.886064 0.306480 -0.378 0.027 -0.447 -0.452
Li 0.625043 0.678429 1.439242 -0.086 -0.120 -0.105 0.416
Li -0.363072 1.247189 -1.554738 -1.159 0.383 0.876 0.492
H -1.806139 2.867964 1.402295 -0.023 0.139 -0.393 0.110
H 3.250822 -0.822080 0.529282 -0.525 1.390 -0.772 0.290
C -2.836599 2.187149 -0.453849 2.650 -3.264 -0.512 -0.281
C 2.320014 -2.379505 -0.540335 -0.498 -0.693 -0.158 -0.904
O -2.800669 0.845094 -0.549472 -0.072 0.528 -0.021 -0.612
H -3.330935 2.481986 -1.402461 -0.413 1.201 0.864 0.320
H 2.641820 -2.295699 -1.581857 1.056 0.472 0.682 0.202
H 2.543146 -3.372350 -0.130461 -1.542 -0.028 -0.006 0.208
Rb -1.949109 -2.010388 0.950737 0.234 0.613 -0.341 0.792
```
Positions in Å, forces in eV/Å.

=====

[3]
Formula: C18H62CdO14
Source: the Open Molecules 2025 dataset
Level of theory: the ωB97M-V functional and the def2-TZVPD basis

Results
E (eV): -52896.7320
Total charge: 0
Kohn-Sham gap (eV): 8.89

```
95
Properties=species:S:1:pos:R:3:forces:R:3:mulliken_charge:R:1
Cd -0.113588 -0.270902 -0.686583 0.033 0.241 -0.847 3.176
C -0.358979 1.185994 -4.223879 1.800 -0.695 -0.110 -1.008
C -1.182695 0.022751 -3.731133 -0.845 -1.019 0.289 0.637
C -0.589732 -1.373340 -4.047866 -0.384 0.927 -1.292 -1.001
O -1.440396 0.107672 -2.324462 0.260 0.109 -0.307 -0.789
H 0.103018 1.013988 -5.223882 -0.292 -0.151 0.618 0.395
H 0.450079 1.263843 -3.483057 0.092 0.390 -0.412 -0.342
H -0.899138 2.110141 -4.314416 -0.418 0.386 0.351 0.368
H -2.102374 0.138563 -4.318603 -0.569 -0.409 0.531 0.190
H -1.120902 -2.232203 -3.669504 -0.468 0.071 0.653 0.306
H 0.419811 -1.391773 -3.720620 0.829 -0.111 0.384 -0.206
H -0.579205 -1.548521 -5.131449 0.102 0.248 -0.028 0.477
C 2.122041 0.355723 2.814327 0.218 0.383 0.722 -1.656
C 2.263257 -0.112635 1.405971 -0.524 0.121 -0.901 1.899
C 3.388396 -1.114549 1.264743 0.538 -0.685 0.416 -0.874
O 1.033120 -0.651251 0.954600 0.753 -0.054 0.972 0.554
H 3.007060 0.905421 3.134812 0.074 0.373 -0.113 0.388
H 2.092360 -0.485329 3.488519 -0.546 -0.371 0.335 0.449
H 1.232147 0.991929 2.890862 0.159 -0.155 0.204 0.081
H 2.500851 0.780929 0.832000 0.114 0.162 -0.445 -0.875
H 3.563510 -1.433903 0.239779 -0.061 0.249 -0.261 0.092
H 3.134887 -2.050863 1.804900 0.140 0.569 -0.017 -0.190
H 4.344402 -0.708621 1.661817 -0.505 -0.253 -0.146 0.402
C -0.548704 -3.271697 2.774635 -0.146 0.281 0.158 -0.205
O 0.609363 -2.474753 2.765048 0.137 0.429 -0.920 -0.560
H -0.381074 -4.342499 2.568325 0.371 0.255 0.162 0.172
H -0.961138 -3.159979 3.781248 -0.467 -0.337 -0.084 0.334
H -1.291847 -2.975707 2.023530 0.012 0.259 0.117 -0.250
H 0.601993 -1.736870 2.043363 0.048 -0.826 0.560 -0.034
C 2.337304 -5.007468 2.394764 0.423 -1.644 -1.392 -0.562
O 1.828165 -4.942421 1.014438 0.422 -0.232 0.498 -0.391
H 3.306267 -5.556791 2.442563 -0.418 0.474 -0.272 0.317
H 2.488389 -3.990923 2.704654 -0.357 0.223 0.363 0.123
H 1.657263 -5.616402 3.008121 -0.058 0.674 0.040 0.297
H 1.997183 -5.769487 0.524461 -0.028 0.547 0.685 0.238
C 0.754366 3.304076 -1.231809 -0.218 -0.217 -1.051 -0.506
O 0.559671 2.277176 -0.295267 0.584 -1.233 -0.134 0.414
H 1.788906 3.675700 -1.129146 -0.499 0.080 -0.174 0.185
H 0.620040 2.865114 -2.261477 0.199 0.729 0.943 -0.088
H 0.014969 4.101643 -1.082026 0.271 0.013 -0.110 0.217
H -0.166358 2.434552 0.311012 -0.316 0.597 0.467 -0.116
C 4.627062 1.876806 -2.491853 1.082 -0.710 -0.515 -0.942
O 3.405848 1.622321 -1.858759 -0.051 -0.408 -0.408 -0.404
H 4.588154 1.475993 -3.509305 -0.088 0.195 0.118 0.288
H 4.866287 2.926136 -2.518759 -0.119 0.638 -0.198 0.312
H 5.497157 1.397730 -2.001923 -0.423 -0.087 0.022 0.294
H 3.486360 2.026077 -1.002070 -0.451 0.367 1.090 0.033
C -4.631410 -0.205111 -1.902607 -0.939 0.083 -1.421 -0.836
O -3.659777 0.594523 -1.313569 0.974 0.313 0.423 -0.594
H -4.811089 -0.020034 -3.010249 0.599 0.045 1.001 0.234
H -4.428021 -1.271145 -1.804845 -0.064 -0.110 0.245 0.227
H -5.573705 0.072849 -1.443510 -0.300 -0.388 0.227 0.325
H -2.718527 0.380367 -1.721833 -0.455 0.282 -0.510 0.363
C -5.062360 -2.303476 2.344534 -0.096 -0.679 0.375 -0.601
O -4.167128 -2.575940 1.279840 -0.490 -0.127 -0.003 -0.540
H -5.866434 -1.644049 2.018862 0.028 0.229 -0.010 0.241
H -5.523357 -3.275046 2.591391 0.074 0.451 0.288 0.273
H -4.570457 -1.873688 3.249568 -0.313 -0.355 -0.644 0.249
H -3.340705 -2.149781 1.460837 0.729 0.399 -0.174 0.172
C -3.325165 4.106592 -0.516005 1.652 1.366 -0.245 -0.846
O -3.030406 2.924272 0.140501 -0.577 -1.666 0.231 -0.280
H -4.314662 4.436272 -0.374288 -1.551 0.273 0.224 0.332
H -2.682304 4.906575 -0.067633 -0.323 -0.622 -0.430 0.261
H -3.130627 4.079220 -1.595531 0.108 -0.164 0.109 0.279
H -3.546577 2.175775 -0.248580 0.511 0.509 -0.097 0.219
C -0.769667 -3.630257 -0.750188 -1.655 -0.540 -0.937 -0.917
O 0.128655 -2.647159 -0.431681 0.999 1.368 0.067 0.107
H -0.884481 -4.330223 0.052648 0.134 -0.771 0.279 0.244
H -1.784625 -3.179822 -0.876121 0.706 -0.059 0.030 0.194
H -0.529490 -4.108331 -1.717150 0.019 -0.157 0.426 0.239
H 0.886470 -2.891174 0.131592 -0.563 -0.262 -0.117 -0.298
C 2.596563 -1.933420 -2.462346 0.361 0.126 0.368 -0.814
O 1.949928 -0.704549 -2.179351 -1.076 -0.872 -0.187 -0.232
H 2.681987 -2.565785 -1.582780 -0.232 -0.061 0.279 0.109
H 2.039503 -2.479198 -3.216800 -0.065 0.018 -0.131 0.386
H 3.617234 -1.781282 -2.799744 0.145 0.173 -0.320 0.308
H 2.548319 0.019238 -2.035506 0.936 0.763 0.168 0.086
C -2.348729 0.033299 2.160820 -0.078 -0.403 -1.508 -0.783
O -2.128950 -0.394545 0.773569 0.118 0.098 0.938 -0.150
H -3.146332 0.804312 2.188716 0.374 -0.582 0.213 0.238
H -2.567850 -0.861841 2.749321 -0.266 0.318 0.141 0.252
H -1.403886 0.417260 2.483764 0.436 0.399 0.409 0.051
H -2.838469 -0.069934 0.201402 -0.517 0.108 -0.285 0.288
C -0.791866 3.773874 2.905577 -1.296 -0.787 1.250 -0.706
O -0.993326 2.868083 1.825194 0.004 -0.110 0.487 -0.390
H -0.959430 3.287481 3.905311 0.046 0.001 -0.762 0.262
H 0.252441 4.089521 2.976003 -0.339 0.340 -0.638 0.216
H -1.578913 4.557499 2.872821 0.986 0.130 -0.145 0.236
H -1.934862 2.598211 1.745159 0.740 0.680 -0.094 0.030
C 2.931715 4.193686 1.336301 -0.004 -0.190 1.262 -0.242
O 3.727699 3.301201 0.569067 0.695 0.065 -0.196 -0.433
H 1.899611 3.865525 1.286980 -0.051 -0.364 -0.133 -0.346
H 3.234180 4.149132 2.412697 -0.201 0.184 -0.770 0.357
H 2.926067 5.226666 0.990432 0.446 0.073 -0.172 0.362
H 4.669661 3.392942 0.806773 -0.782 0.085 -0.072 0.230
```
Positions in Å, forces in eV/Å.

=====

[4]
Formula: C5H9N2O4
Source: the Open Molecules 2025 dataset
Level of theory: the ωB97M-V functional and the def2-TZVPD basis

Results
E (eV): -16491.8101
Energy above the lowest of the compared OMol25 structures with the same formula, charge and spin (kcal per mole): 75.3
Total charge: +1
Kohn-Sham gap (eV): 9.84

```
20
Properties=species:S:1:pos:R:3:forces:R:3:mulliken_charge:R:1
C 0.124783 1.750624 0.320019 0.171 3.905 1.989 -0.351
C 0.727568 0.635057 0.089598 4.628 -4.985 -0.987 0.528
C -1.364729 0.124612 0.296796 -0.719 -0.230 -1.004 0.259
C 3.352572 -0.358134 -0.652794 1.165 0.726 0.208 -0.320
C -2.731597 -0.562030 0.231988 1.741 -2.061 -0.354 0.184
N -0.179262 -0.439692 0.045904 -0.692 4.002 0.644 -0.016
N -1.203619 1.445616 0.468016 1.260 -2.993 -0.590 0.049
O 4.239288 0.416802 0.040369 0.094 -1.407 -0.226 -0.433
O 3.446723 -1.597095 -0.238354 1.564 0.934 0.758 -0.260
O -3.453486 0.103337 -0.692500 -2.080 0.455 -1.529 -0.555
O -2.499505 -1.953764 -0.122293 0.138 0.810 -2.131 -0.571
H 0.624658 2.704501 0.662243 -1.126 -1.136 -0.855 0.328
H 1.842845 0.272159 -0.046034 -2.630 1.601 -0.075 -0.045
H -3.089189 -0.506642 1.259842 -0.660 -0.633 0.024 0.307
H 0.049399 -1.282940 -0.401811 -0.126 -1.531 -0.168 0.298
H -1.915110 1.982306 0.809926 -2.116 2.008 0.753 0.177
H 4.446536 1.309401 -0.290377 -0.734 -0.522 -0.300 0.374
H 4.255514 -1.666838 0.364691 -1.009 -0.196 -0.520 0.321
H -4.325529 -0.318654 -0.983101 1.742 0.534 1.111 0.361
H -2.347855 -2.058626 -1.162132 -0.612 0.718 3.252 0.364
```
Positions in Å, forces in eV/Å.